No. 1
DFT (wB97M-V/def2-TZVPD) results for a 6-piece molecular cluster, C49H89N2O8PS overall.

Structure (ORCA input):
```
! RIJCOSX wB97M-V def2-TZVPD def2/J DEFGRID3
* xyz 0 1
C -3.578 5.335 2.712
C -3.661 5.584 1.209
O -3.625 4.342 0.521
C -3.045 4.350 -0.762
C -1.668 3.617 -0.850
C -1.296 3.006 0.468
C -0.710 3.812 1.447
C -0.374 3.306 2.681
C -0.594 1.966 2.970
P -0.016 1.423 4.581
O 1.253 2.045 5.032
C -1.198 1.152 1.994
C -1.549 1.675 0.757
N -2.151 0.839 -0.233
C -1.476 -0.409 -0.403
C -1.151 -0.855 -1.667
C -0.516 -2.069 -1.820
C -0.164 -2.852 -0.728
C 0.556 -4.155 -0.976
C 2.082 -4.025 -0.859
C 2.820 -5.053 -1.709
C 4.345 -5.023 -1.494
C 4.907 -6.338 -0.970
C 6.368 -6.243 -0.506
C 7.397 -6.632 -1.589
C 8.111 -7.978 -1.363
C 9.629 -7.858 -1.183
C 10.392 -9.144 -1.504
C 11.901 -8.907 -1.711
C 12.796 -9.970 -1.061
N 13.906 -10.403 -1.897
C 13.834 -10.772 -3.213
C 15.086 -11.144 -3.626
C 15.954 -10.993 -2.517
C 15.197 -10.538 -1.470
C -0.455 -2.389 0.556
C -0.081 -3.156 1.787
O -1.260 -3.630 2.431
C -1.181 -3.689 3.837
C -1.120 -1.174 0.691
S -1.565 -0.557 2.285
H -2.577 5.544 3.092
H -3.782 4.287 2.923
H -4.273 5.977 3.249
H -4.593 6.103 0.972
H -2.825 6.209 0.885
H -3.744 3.840 -1.429
H -2.946 5.371 -1.137
H -0.913 4.351 -1.121
H -1.751 2.857 -1.618
H -0.517 4.853 1.217
H 0.108 3.923 3.428
H 0.025 0.027 4.478
H -1.094 1.680 5.449
H -3.132 0.684 -0.016
H -1.416 -0.254 -2.526
H -0.277 -2.428 -2.813
H 0.306 -4.485 -1.985
H 0.186 -4.916 -0.288
H 2.376 -4.173 0.184
H 2.389 -3.020 -1.149
H 2.440 -6.053 -1.488
H 2.591 -4.871 -2.761
H 4.834 -4.777 -2.440
H 4.606 -4.219 -0.803
H 4.286 -6.674 -0.134
H 4.837 -7.106 -1.743
H 6.501 -6.907 0.349
H 6.582 -5.233 -0.155
H 8.151 -5.847 -1.659
H 6.903 -6.650 -2.562
H 7.701 -8.462 -0.475
H 7.926 -8.654 -2.200
H 9.846 -7.599 -0.143
H 10.018 -7.043 -1.797
H 9.973 -9.587 -2.410
H 10.250 -9.861 -0.694
H 12.155 -7.937 -1.282
H 12.118 -8.855 -2.774
H 13.241 -9.586 -0.146
H 12.205 -10.848 -0.790
H 12.906 -10.747 -3.758
H 15.355 -11.492 -4.609
H 17.013 -11.188 -2.498
H 15.501 -10.312 -0.463
H 0.478 -2.516 2.473
H 0.530 -4.017 1.516
H -1.845 -4.480 4.180
H -1.497 -2.749 4.298
H -0.170 -3.924 4.180
C 3.738 3.634 -1.808
C 2.319 3.541 -1.275
C 2.197 2.554 -0.126
O 1.407 3.168 -2.317
H 4.065 2.663 -2.186
H 3.797 4.345 -2.633
H 4.429 3.949 -1.025
H 1.985 4.528 -0.945
H 2.472 1.548 -0.456
H 1.169 2.545 0.224
H 2.841 2.823 0.713
H 1.672 2.291 -2.614
C -7.733 5.284 2.746
C -7.561 6.795 2.780
C -8.883 7.506 3.015
O -6.942 7.254 1.577
H -8.403 5.000 1.929
H -6.774 4.791 2.580
H -8.159 4.912 3.679
H -6.857 7.059 3.571
H -9.586 7.285 2.208
H -8.740 8.587 3.040
H -9.342 7.194 3.953
H -7.530 7.041 0.844
C 5.303 1.293 -6.436
C 5.491 0.606 -5.093
C 5.315 -0.901 -5.196
O 4.601 1.152 -4.119
H 4.292 1.116 -6.813
H 5.440 2.370 -6.337
H 6.011 0.918 -7.175
H 6.488 0.828 -4.709
H 4.304 -1.140 -5.539
H 5.461 -1.371 -4.224
H 6.024 -1.334 -5.903
H 3.702 0.980 -4.420
C -11.939 9.093 0.472
C -12.803 8.739 1.673
C -13.915 9.753 1.887
O -12.002 8.609 2.848
H -11.458 10.063 0.625
H -11.154 8.349 0.331
H -12.534 9.147 -0.441
H -13.240 7.749 1.525
H -13.491 10.742 2.079
H -14.524 9.475 2.747
H -14.560 9.823 1.011
H -11.593 9.463 3.027
C -11.898 4.891 2.568
C -13.327 4.876 3.082
C -13.509 3.895 4.230
O -14.243 4.590 2.024
H -11.613 3.907 2.182
H -11.796 5.610 1.754
H -11.197 5.164 3.358
H -13.595 5.879 3.418
H -13.282 2.878 3.896
H -14.538 3.910 4.586
H -12.847 4.135 5.063
H -14.042 3.708 1.693
*
```

As for the SMILES: CCOCCc1ccc([PH2]=O)c2c1Nc1ccc(CCCCCCCCCCCCn3cccc3)c(COC)c1S2.CC(C)O.CC(C)O.CC(C)O.CC(C)O.CC(C)O. The energy comes out at -3371.3894 Eh. The molar mass comes out at 897.30 u.


No. 2
DFT (wB97M-V/def2-TZVPD) results for a 14-piece molecular cluster, C49H98O28 overall.

Structure (ORCA input):
```
! RIJCOSX wB97M-V def2-TZVPD def2/J DEFGRID3
* xyz 0 1
C -4.717 -3.206 1.020
C -4.178 -4.551 1.399
C -3.536 -5.052 0.117
O -2.987 -3.837 -0.442
C -3.825 -2.726 -0.141
H -4.632 -2.525 1.872
H -5.744 -3.107 0.666
H -4.922 -5.231 1.818
H -3.416 -4.441 2.172
H -4.271 -5.484 -0.572
H -2.650 -5.680 0.172
H -4.479 -2.533 -0.998
H -3.252 -1.825 0.081
C 3.451 3.650 -4.376
C 2.265 4.005 -3.463
C 2.959 4.624 -2.250
O 4.119 3.845 -2.086
C 4.633 3.592 -3.395
H 3.600 4.479 -5.067
H 3.322 2.672 -4.832
H 1.759 3.079 -3.187
H 1.541 4.645 -3.966
H 2.324 4.655 -1.366
H 3.281 5.677 -2.319
H 5.225 2.680 -3.501
H 5.405 4.359 -3.550
C -5.755 2.415 -0.525
C -5.031 2.850 -1.793
C -3.932 1.765 -1.938
O -4.259 0.754 -0.964
C -5.623 0.899 -0.610
H -6.758 2.842 -0.457
H -5.246 2.748 0.380
H -4.583 3.826 -1.603
H -5.648 2.869 -2.687
H -2.958 2.145 -1.639
H -4.022 1.349 -2.943
H -5.740 0.382 0.347
H -6.343 0.420 -1.286
C -0.990 -3.877 3.511
C -1.478 -2.428 3.592
C -2.027 -2.379 5.030
O -2.405 -3.688 5.396
C -1.875 -4.659 4.474
H 0.055 -3.843 3.834
H -0.993 -4.303 2.506
H -2.384 -2.323 2.982
H -0.749 -1.662 3.346
H -2.889 -1.713 5.081
H -1.236 -1.975 5.673
H -2.726 -5.094 3.947
H -1.296 -5.428 4.981
C -1.016 -0.637 -5.077
C -0.438 0.711 -4.699
C 0.372 1.186 -5.917
O -0.002 0.283 -6.968
C -1.162 -0.414 -6.578
H -1.937 -0.827 -4.527
H -0.324 -1.454 -4.865
H 0.025 0.777 -3.714
H -1.223 1.471 -4.582
H 1.435 1.070 -5.678
H 0.248 2.235 -6.188
H -1.216 -1.372 -7.100
H -2.115 0.088 -6.790
C -0.747 -0.927 -1.098
C 0.739 -0.637 -1.320
C 0.988 0.606 -0.520
O 0.123 0.496 0.635
C -1.002 -0.298 0.263
H -0.972 -1.994 -1.063
H -1.343 -0.490 -1.903
H 0.996 -0.559 -2.377
H 1.203 -1.565 -0.973
H 0.732 1.536 -1.039
H 2.007 0.649 -0.132
H -1.945 0.263 0.204
H -1.204 -1.022 1.060
C -4.236 1.657 3.280
C -3.862 2.976 3.972
C -2.563 2.645 4.742
O -2.153 1.371 4.272
C -2.883 0.991 3.124
H -4.823 1.739 2.368
H -4.810 1.014 3.956
H -4.646 3.424 4.576
H -3.537 3.665 3.187
H -2.703 2.491 5.816
H -1.834 3.452 4.623
H -2.880 -0.094 3.036
H -2.417 1.352 2.195
C 3.031 3.577 1.079
O 4.274 4.084 1.584
C 4.752 3.508 2.691
O 4.364 2.460 3.131
O 5.822 4.200 3.068
C 6.364 3.842 4.320
H 2.462 3.035 1.829
H 3.303 2.923 0.252
H 2.430 4.392 0.687
H 5.732 3.342 5.049
H 6.711 4.758 4.807
H 7.290 3.266 4.248
C 1.432 0.696 3.183
O 1.109 0.579 4.552
C 0.958 1.754 5.153
O 0.988 2.845 4.659
O 0.735 1.494 6.435
C 0.569 2.598 7.298
H 2.395 1.162 2.961
H 0.714 1.289 2.619
H 1.424 -0.239 2.628
H -0.480 2.910 7.249
H 1.170 3.458 7.001
H 0.772 2.340 8.334
C -0.571 3.514 1.456
O -0.580 4.815 0.895
C -0.508 4.889 -0.432
O -0.268 4.003 -1.196
O -0.853 6.105 -0.849
C -0.839 7.242 0.008
H -1.297 2.847 0.991
H -0.763 3.490 2.528
H 0.429 3.094 1.368
H -1.274 8.036 -0.596
H 0.188 7.486 0.276
H -1.482 7.087 0.874
C 3.763 -6.313 4.352
O 3.544 -5.064 3.730
C 2.613 -4.963 2.780
O 1.954 -5.854 2.321
O 2.559 -3.690 2.435
C 1.752 -3.327 1.345
H 2.831 -6.823 4.617
H 4.236 -6.129 5.314
H 4.329 -6.959 3.681
H 1.451 -2.277 1.353
H 0.819 -3.884 1.269
H 2.297 -3.365 0.400
C -3.524 -3.558 -3.508
O -3.410 -3.451 -4.933
C -4.276 -4.170 -5.640
O -4.978 -5.047 -5.197
O -4.148 -3.862 -6.912
C -5.067 -4.460 -7.820
H -3.375 -4.590 -3.195
H -4.530 -3.248 -3.228
H -2.770 -2.948 -3.023
H -4.920 -4.077 -8.825
H -6.103 -4.316 -7.525
H -4.831 -5.524 -7.850
C 4.030 -0.574 -6.357
O 3.774 -0.733 -4.978
C 3.997 -1.913 -4.412
O 4.294 -2.913 -5.005
O 3.815 -1.768 -3.118
C 3.767 -2.882 -2.234
H 4.993 -1.015 -6.613
H 4.076 0.488 -6.590
H 3.264 -0.981 -7.018
H 4.150 -3.779 -2.726
H 2.739 -3.100 -1.957
H 4.423 -2.644 -1.402
C 5.017 0.657 -0.692
O 5.509 0.286 0.583
C 4.814 -0.502 1.379
O 3.687 -0.864 1.134
O 5.588 -0.863 2.385
C 4.962 -1.734 3.317
H 5.761 1.361 -1.058
H 4.082 1.220 -0.679
H 4.880 -0.204 -1.347
H 4.038 -1.352 3.748
H 5.686 -2.015 4.076
H 4.674 -2.670 2.837
*
```

The molar mass comes out at 1135.30 u. Its relative energy (zero: lowest compared OMol25 entry of this formula, charge and spin) is 0.0000 eV.


No. 3
DFT (wB97M-V/def2-TZVPD) results for C4AlF12O12S4 as an isolated structure.

Structure (ORCA input):
```
! RIJCOSX wB97M-V def2-TZVPD def2/J DEFGRID3
* xyz -1 1
Al -9.562 -19.231 25.001
C -4.146 -20.685 25.173
F -4.083 -20.481 26.459
F -4.073 -19.537 24.514
F -3.182 -21.536 24.827
S -5.859 -21.468 24.544
O -5.655 -21.960 23.196
O -6.194 -22.549 25.440
O -6.819 -20.352 24.665
C -6.892 -17.807 20.350
F -6.693 -16.529 20.689
F -8.143 -18.025 19.874
F -6.028 -18.057 19.395
S -6.625 -18.967 21.862
O -5.338 -18.483 22.455
O -7.726 -18.721 22.839
O -6.678 -20.330 21.309
C -13.400 -17.019 27.793
F -13.932 -15.805 28.043
F -12.827 -17.497 28.966
F -14.391 -17.739 27.242
S -11.993 -16.910 26.438
O -11.902 -15.580 25.901
O -10.739 -17.332 27.090
O -12.179 -17.899 25.350
C -14.422 -21.316 24.001
F -15.321 -22.174 23.617
F -14.093 -20.513 22.983
F -14.785 -20.668 25.123
S -12.769 -22.218 24.565
O -12.395 -23.206 23.497
O -11.770 -21.077 24.762
O -13.037 -22.932 25.817
*
```

The molar mass comes out at 623.26 u. Its relative energy (zero: lowest compared OMol25 entry of this formula, charge and spin) is 2.9039 eV.


No. 4
DFT (wB97M-V/def2-TZVPD) results for C4AuCl2CoO4 as an isolated structure.

Structure (ORCA input):
```
! RIJCOSX wB97M-V def2-TZVPD def2/J DEFGRID3
* xyz 4 7
Co 1.179 1.121 -2.703
Au -1.415 -1.243 2.423
Cl 1.890 -0.656 -1.721
Cl -1.604 -0.369 0.369
C -1.582 -0.915 4.382
C 2.343 1.476 -3.987
C 0.553 2.590 -3.484
O -1.482 -0.635 5.508
O 3.151 1.677 -4.799
O 0.082 3.573 -3.915
O -1.499 -3.826 4.242
C -1.616 -2.794 3.685
*
```

The energy comes out at -2889.9590 Eh. The molar mass comes out at 438.85 u.


No. 5
DFT (wB97M-V/def2-TZVPD) results for a 2-piece molecular cluster, C4BrClN2S2 overall.

Structure (ORCA input):
```
! RIJCOSX wB97M-V def2-TZVPD def2/J DEFGRID3
* xyz 0 1
C 2.577 1.124 -0.195
C 1.034 -0.722 -0.439
C -2.137 -0.555 -0.301
C 1.341 0.499 -0.047
N 3.611 1.595 -0.197
N -2.551 -0.571 0.807
S 0.848 -2.127 -0.941
S -2.999 -0.238 2.245
Cl -1.796 -0.713 -1.825
Br 0.072 1.708 0.895
*
```

As for the SMILES: N#CC(Br)=C=S.[S-][N+]#CCl. The molar mass comes out at 255.55 u. Its relative energy (zero: lowest compared OMol25 entry of this formula, charge and spin) is 0.0977 eV.


No. 6
DFT (wB97M-V/def2-TZVPD) results for one molecule with the formula C4Cl2F6.

Structure (ORCA input):
```
! RIJCOSX wB97M-V def2-TZVPD def2/J DEFGRID3
* xyz 0 1
F 0.786 0.988 1.794
F 0.762 -1.312 1.633
F 1.617 -1.092 -0.809
F 1.817 1.089 -0.658
F -1.574 -1.298 0.761
F -1.805 0.945 0.909
Cl -0.976 1.816 -1.600
Cl -0.797 -1.167 -2.167
C 0.509 -0.087 0.961
C 1.044 0.046 -0.418
C -0.951 -0.088 0.502
C -0.432 0.160 -0.907
*
```

As for the SMILES: FC1(F)C(F)(F)C(Cl)(Cl)C1(F)F. The molar mass comes out at 232.94 u. Its relative energy (zero: lowest compared OMol25 entry of this formula, charge and spin) is 0.0000 eV.


No. 7
DFT (wB97M-V/def2-TZVPD) results for C4F12InO12S4 as an isolated structure.

Structure (ORCA input):
```
! RIJCOSX wB97M-V def2-TZVPD def2/J DEFGRID3
* xyz -1 1
In -18.648 -25.412 -3.908
C -21.762 -28.495 -7.155
F -22.052 -29.449 -8.093
F -22.680 -27.456 -7.206
F -21.697 -29.013 -5.912
S -20.073 -27.665 -7.491
O -19.015 -28.678 -7.496
O -20.279 -26.779 -8.665
O -19.734 -26.802 -6.308
C -14.619 -25.485 -7.670
F -13.956 -26.395 -6.924
F -14.163 -24.293 -7.185
F -14.269 -25.581 -8.991
S -16.571 -25.769 -7.483
O -17.041 -25.120 -6.204
O -17.144 -25.191 -8.722
O -16.755 -27.218 -7.354
C -16.357 -29.970 -3.163
F -17.101 -30.983 -3.043
F -16.206 -29.359 -1.977
F -15.179 -30.311 -3.638
S -17.179 -28.740 -4.362
O -16.459 -27.448 -4.362
O -17.199 -29.472 -5.671
O -18.449 -28.375 -3.868
C -18.369 -26.759 1.131
F -19.306 -26.022 1.763
F -17.487 -27.076 2.073
F -18.980 -27.793 0.662
S -17.621 -25.775 -0.323
O -16.422 -25.119 0.128
O -17.361 -26.686 -1.541
O -18.720 -24.898 -0.821
*
```

The molar mass comes out at 711.09 u. Its relative energy (zero: lowest compared OMol25 entry of this formula, charge and spin) is 3.8067 eV.


No. 8
DFT (wB97M-V/def2-TZVPD) results for C4F12KN2O8S4 as an isolated structure.

Structure (ORCA input):
```
! RIJCOSX wB97M-V def2-TZVPD def2/J DEFGRID3
* xyz 0 2
K -0.076 -0.645 -1.425
C -3.483 -1.638 -1.044
F -3.432 -0.301 -0.963
F -2.432 -2.074 -0.245
F -4.683 -2.060 -0.651
S -3.174 -2.247 -2.831
O -3.460 -3.674 -2.625
O -4.186 -1.645 -3.599
N -1.569 -1.773 -3.252
S -1.565 -1.835 -4.740
O -1.926 -3.175 -5.226
O -2.302 -0.692 -5.328
C 0.378 -1.479 -5.006
F 0.525 -1.291 -6.341
F 0.790 -0.414 -4.297
F 1.112 -2.561 -4.758
C -0.448 1.713 2.141
F -0.464 1.197 0.904
F -0.316 3.066 2.076
F -1.609 1.477 2.653
S 0.847 0.902 3.291
O 0.188 0.791 4.567
O 1.218 -0.333 2.554
N 2.104 2.095 3.266
S 3.047 1.603 4.324
O 2.498 1.813 5.617
O 3.796 0.352 3.966
C 4.429 2.950 4.242
F 3.789 4.158 4.308
F 5.302 2.840 5.273
F 5.100 2.880 3.150
*
```

The molar mass comes out at 599.39 u. Its relative energy (zero: lowest compared OMol25 entry of this formula, charge and spin) is 0.4841 eV.